{"formula": "C5H10NP", "method": "ωB97M-V/def2-TZVPD", "homo_lumo_gap_ha": 0.3128, "e_lumo_ev": 0.0, "smiles": "C=CCC/N=P/C", "homo_ev": -8.500, "e_above_lowest_ev": 1.553, "largest_force_ha_per_bohr": 0.075, "species": ["P", "N", "C", "C", "C", "C", "C", "H", "H", "H", "H", "H", "H", "H", "H", "H", "H"], "coordinates": [[1.319307, -0.974058, -1.293747], [-0.198439, -0.837857, -0.877009], [0.312023, 1.050631, 0.641079], [-1.083793, 1.507948, 2.464492], [-0.756130, 0.188102, -0.076859], [-0.416122, 2.055736, 1.484560], [1.248567, -2.428600, -2.431986], [-1.245726, -0.209470, 0.727197], [-1.419583, 0.823992, -0.700249], [0.998428, 1.422300, -0.103645], [2.241702, -2.878932, -2.881780], [-1.783126, 2.153937, 3.049277], [-0.775385, 0.579747, 2.978165], [0.831932, -3.304862, -1.821987], [0.560739, -2.423919, -3.322328], [0.868331, 0.393035, 1.247129], [-0.702725, 2.882271, 0.917691]], "atomic_forces_ev_per_a": [[-0.87, -0.11, -0.26], [0.82, -0.92, -1.37], [-0.37, 0.65, -0.90], [-0.90, 1.54, 3.42], [2.24, 1.89, -1.30], [0.56, -2.63, -1.82], [0.42, -3.03, -0.92], [-2.06, -1.33, 1.65], [0.14, -0.44, 0.43], [0.26, 0.64, -0.17], [-1.53, 1.39, 1.19], [0.33, -0.81, -0.49], [-0.28, 0.35, -0.69], [0.52, 1.15, -0.57], [0.44, 0.68, 0.95], [0.79, -0.92, 0.89], [-0.51, 1.89, -0.05]], "mulliken_charge": [0.072, -0.211, -0.962, -0.610, -0.338, -0.325, -0.848, 0.363, 0.229, 0.490, 0.290, 0.238, 0.257, 0.273, 0.312, 0.430, 0.340]}